144
Properties=species:S:1:pos:R:3 method="wB97M-V/def2-TZVPD" e_above_lowest_kj_mol=7.4 multiplicity=1 charge=+3 lumo_ev=-9.55 homo_energy_ev=-12.573
O -0.58404 -1.52750 14.75718
O -2.70294 -2.02264 15.40938
O -4.59553 -4.23123 14.91392
O -1.08211 -3.58132 15.34727
O -9.09335 -0.66484 11.96007
N -5.61107 -3.35875 19.37082
N -8.41604 -1.10771 12.82748
N -3.17129 -3.65790 11.36728
N -2.61869 -7.10285 16.45591
N -8.55305 -7.54789 15.57598
C -7.40679 -0.10800 13.47060
C -1.75118 -6.89330 15.22269
C -2.38597 -7.76597 14.11057
C -5.84134 -4.45269 18.31199
C -4.13788 -3.22761 19.78341
C -6.50543 0.49393 12.36636
C -1.94963 -4.07843 12.15841
C -2.95377 -3.73025 9.84737
C -1.94947 -9.61018 19.24279
C -6.57238 -3.60717 20.51860
C -9.81800 -6.68065 15.57837
C -2.56814 -5.84672 17.30158
C -6.32587 -4.89127 21.32090
C -3.54396 -2.41058 18.70637
C -10.14487 -2.06101 14.35666
C -3.06795 0.22499 11.74952
C -7.12974 -1.90750 15.25906
C -8.91924 -2.38780 13.50016
C -7.94359 -7.78671 14.18074
C -5.96760 -1.98699 18.80730
C -3.84121 -7.93369 14.52023
C -6.47760 -0.84995 14.39293
C -7.75568 -2.91888 14.31972
C -7.47104 -6.48457 13.47145
C -4.30950 -4.63560 11.56231
C -1.39014 -2.36830 15.14731
C -7.50385 -5.29233 22.16972
C -4.04396 -7.32610 15.90262
C -7.55161 -6.88805 16.51725
C -10.06926 -8.47903 17.15824
C -9.29948 -3.43835 12.45779
C -2.92318 -8.69519 18.50427
C -7.23711 -6.93075 12.03023
C -4.06723 -5.70997 10.55402
C -9.11506 -8.87782 16.06628
C -3.57881 -2.20788 11.75171
C -8.24737 0.99207 14.12897
C -4.62254 -1.45120 18.22950
C -3.71825 -4.96710 9.29795
C -2.53940 -1.18453 11.40028
C -10.85772 -7.33839 16.51957
C -2.12970 -8.29360 17.26571
H -8.73860 1.56880 13.34458
H -3.84996 -9.21547 18.26191
H -2.27723 -7.16021 13.21193
H -6.97842 0.98531 11.51444
H -1.69000 -1.32731 12.07303
H -6.56624 -2.75167 21.19328
H -6.43273 -2.46216 15.88339
H -1.77211 -5.83673 14.94649
H -8.99685 0.70898 14.86410
H -2.26461 -3.90960 13.19105
H -0.70912 -7.15603 15.39580
H -3.63490 -4.17745 19.95809
H -5.87467 -0.13748 14.95932
H -1.25453 -8.98285 19.79720
H -3.20126 -6.32627 10.80112
H -4.00109 0.38437 11.20755
H -8.10361 -7.20309 11.43155
H -3.16380 -7.87569 19.18232
H -11.29363 -6.67526 17.26537
H -1.88869 -3.73759 9.62912
H -4.60327 -7.84223 16.68615
H -4.91515 -6.37936 10.41552
H -4.27157 -2.73128 20.74649
H -8.26643 -9.54154 16.22579
H -11.72935 -7.76754 16.02675
H -2.17870 -1.17669 10.37263
H -4.52539 -4.58417 8.67914
H -7.70010 -4.50321 22.90185
H -1.09569 -3.41986 12.01954
H -5.19300 -4.04311 11.31920
H -10.75407 -9.27789 17.43890
H -9.95741 -1.24284 15.05927
H -7.90395 -1.50733 15.92109
H -7.06095 -8.41364 14.31530
H -3.25697 -5.94148 18.13801
H -8.00508 -3.75955 14.97411
H -5.15672 -3.82786 15.58850
H -3.08451 -2.97013 17.88563
H -2.50409 -10.13032 20.02875
H -2.21102 -9.09946 16.53363
H -4.59165 -1.43045 17.13929
H -4.60618 -6.38865 15.91286
H -7.54079 -3.61537 20.01518
H -4.54291 -7.47788 13.81928
H -5.20059 -4.33771 17.43545
H -5.80729 -5.43734 18.76604
H -9.60184 -4.29409 13.06016
H -10.23203 -2.80053 15.15537
H -6.93379 -3.35663 13.74391
H -4.32255 -5.01097 12.58691
H -5.50166 -4.75984 22.02543
H -8.33363 -5.82075 13.54040
H -1.08350 -8.07190 17.46698
H -6.82852 -4.32666 17.86226
H -6.22766 -1.24866 19.56088
H -8.49572 -3.73898 11.78703
H -6.90732 -5.99261 11.56975
H -9.51913 -8.22023 18.06400
H -1.80737 -8.67889 13.98934
H -5.69816 -1.38957 13.84759
H -6.83823 -7.69507 16.68612
H -1.68763 -5.11975 11.99240
H -5.88600 -0.27777 11.91228
H -7.51383 1.67133 14.56358
H -9.69835 -9.30381 15.24868
H -9.47178 -5.68957 15.87139
H -3.00960 -5.59902 8.76574
H -7.26969 -6.12895 22.82593
H -8.09416 -6.62432 17.42107
H -5.97427 -5.64940 20.61941
H -1.57399 -10.43601 18.64173
H -6.62867 -5.96297 13.93023
H -7.00954 -6.03916 16.10270
H -8.45320 -5.40044 21.64499
H -4.11492 -8.99074 14.49409
H -4.51877 -1.99940 11.23795
H -10.16901 -3.13988 11.87346
H -4.41015 -0.43056 18.54347
H -3.13253 -2.89187 15.39363
H -6.66482 -2.01626 17.97553
H -3.68733 -2.31354 12.83402
H -2.82931 -4.96168 16.71808
H -11.06549 -1.80993 13.83702
H -6.38096 -7.59352 11.91308
H -1.52128 -5.68942 17.55916
H -3.39902 -2.89502 9.31024
H -5.82670 1.25446 12.75091
H -2.59624 -1.96660 19.02218
H -3.25401 0.31727 12.82000
H -2.31244 0.94692 11.44872
H -10.16502 -6.52444 14.55696
H -8.70268 -8.30565 13.60056

***

37
Properties=species:S:1:pos:R:3 method="wB97M-V/def2-TZVPD" e_above_lowest_kj_mol=32.8 multiplicity=1 charge=+1 lumo_ev=-7.23 homo_energy_ev=-13.354
Br -3.28402 -0.65526 -1.12997
As -0.34917 -4.38898 -0.74960
Cu -0.21733 -0.87426 -1.21965
F -0.17075 -5.84127 0.07183
F 0.86456 -4.63707 -1.90531
F -1.58259 -3.77124 0.27063
F -0.54884 -2.53787 -1.73273
F -1.53091 -4.82214 -1.87850
F 0.77818 -3.45452 0.16209
O 0.20938 0.80831 -0.83378
O 0.62454 -0.52420 -2.80788
N 1.04977 0.69235 -2.91523
N -1.07403 -1.02284 0.45631
N 0.86971 1.36408 -1.89418
C -0.35138 -1.23157 1.56317
C -3.07978 -1.11267 1.67969
C -2.34178 -1.33469 2.82997
C -0.95041 -1.39684 2.79557
C 2.61956 3.03941 -2.04834
C 2.12733 5.31080 -1.43709
C 1.31058 2.72753 -1.73089
C 0.39425 3.65430 -1.26606
C 3.02326 4.35580 -1.90185
C -2.40231 -0.95747 0.49003
C 0.81972 4.96292 -1.11806
C -0.11481 -1.65433 4.01749
H -0.61885 3.35922 -1.02906
H 0.12715 5.71319 -0.76280
H -2.85796 -1.47135 3.77227
H 2.45143 6.33628 -1.32082
H 3.29915 2.27594 -2.40267
H 0.60401 -0.85038 4.17524
H -4.15883 -1.07380 1.68902
H 4.03826 4.63523 -2.14669
H 0.44288 -2.58565 3.91465
H -0.74020 -1.73042 4.90405
H 0.72024 -1.30653 1.43917

***

11
Properties=species:S:1:pos:R:3 method="wB97M-V/def2-TZVPD" e_above_lowest_kj_mol=520.8 multiplicity=1 charge=0 lumo_ev=0.52 homo_energy_ev=-7.381
Br 1.90014 3.01236 -1.84686
O -0.99702 -0.06086 0.95888
O 1.51577 1.32678 0.30508
C -0.98398 -1.49221 0.78846
C -0.86454 -0.65081 -0.39223
C 1.66782 1.42927 -0.87622
H 1.67420 0.54987 -1.58456
H -1.91383 -1.92814 1.18734
H -0.09280 0.34038 1.41154
H -0.06916 -2.13382 1.06842
H -1.83661 -0.39281 -1.01984

***

18
Properties=species:S:1:pos:R:3 method="wB97M-V/def2-TZVPD" e_above_lowest_kj_mol=38.3 multiplicity=1 charge=0 lumo_ev=0.86 smiles="CC(N)=O.CCO" homo_energy_ev=-9.975
O 0.82017 -1.81331 1.50204
O -0.02618 0.81048 1.13818
N -1.27431 -1.91612 0.68064
C 0.63310 1.71995 0.28783
C -0.39658 2.36439 -0.63200
C 0.54084 -1.82247 -0.89858
C 0.06830 -1.85293 0.53675
H -1.14843 2.87983 -0.03864
H -1.88453 -1.70551 -0.08920
H 0.08802 3.07930 -1.29427
H 0.22492 -0.89711 -1.37041
H -0.89370 1.60551 -1.23187
H 0.11542 -2.65630 -1.44775
H 1.13735 2.49717 0.88100
H -1.64807 -1.80981 1.60940
H 0.61561 0.19742 1.60711
H 1.62971 -1.88700 -0.92883
H 1.39839 1.20651 -0.31140

***

6
Properties=species:S:1:pos:R:3 method="wB97M-V/def2-TZVPD" e_above_lowest_kj_mol=45.8 multiplicity=1 charge=-1 lumo_ev=4.36 smiles="O=POC(=O)[O-]" homo_energy_ev=-5.551
P -1.69360 -0.26576 0.64747
O 1.47476 0.96730 0.57986
O -0.50740 0.18948 -0.33872
O -2.97344 -0.09362 -0.03999
O 1.50731 -0.86531 -0.68085
C 1.10573 0.06348 -0.07430

***

14
Properties=species:S:1:pos:R:3 method="wB97M-V/def2-TZVPD" e_above_lowest_kj_mol=950.8 multiplicity=1 charge=0 lumo_ev="-1.43 / -1.61" smiles="C=C.C=O.C=O" homo_energy_ev="-7.901 / -7.893"
O 0.98783 -1.35128 0.62139
O 0.23344 1.23502 -0.86364
C -1.60428 0.26726 -0.23525
C 1.70822 -0.57282 -0.16474
C 0.78197 1.25816 0.35748
C -1.20689 -1.02074 0.22073
H -0.66369 -1.53943 -0.58062
H -1.95685 -1.55289 0.78510
H 1.64260 -0.75323 -1.24816
H 0.61459 1.00367 1.42642
H -1.86240 0.40089 -1.28562
H 2.73184 -0.44402 0.19985
H 0.97625 2.34905 0.37141
H -2.38262 0.72036 0.39564

***

68
Properties=species:S:1:pos:R:3 method="wB97M-V/def2-TZVPD" multiplicity=1 charge=0 lumo_ev=-1.27 homo_energy_ev=-8.011
F -3.45948 2.15242 3.64557
F 2.57900 -5.24906 -4.21071
F -5.50993 4.67117 -3.02061
F 2.05358 -4.58384 -2.20849
F -3.65759 3.46591 -3.07365
F -5.58454 2.52992 -3.54077
F 3.42554 -6.29081 -2.46296
F -2.38413 3.74144 4.98083
F -3.20432 1.78779 5.93608
N 3.74122 -2.79657 -3.53535
N 2.35247 -0.18251 3.65567
N -4.61296 1.70751 -1.07813
C 1.56149 -0.33347 -0.88269
C 3.93137 -2.63831 -4.94980
C 0.34431 0.64089 2.94906
C -2.42550 2.40590 -0.27170
C 0.93143 -0.15633 1.84969
C -5.58779 0.64757 -1.15532
C -1.40076 -0.12025 -0.89978
C 2.77876 -0.92728 -0.51919
C 3.10620 -5.05922 -2.95594
C 3.14246 -1.85089 -2.73313
C 1.29256 0.67581 3.99268
C 1.26494 -0.33822 -2.28373
C 0.80835 0.40230 0.18705
C 4.22913 -4.05366 -2.99026
C 1.02295 1.18715 5.25986
C -0.60668 0.78888 -0.16781
C -2.74806 0.17745 -1.16206
C 2.05549 -1.04874 -3.17103
C -5.12959 3.04553 -1.27647
C -0.95921 1.07658 3.22630
C 3.50365 -0.41467 4.52944
C -1.20764 1.67719 4.46920
C -1.09583 2.09294 0.08277
C 2.14951 -0.69192 2.43757
C -4.98531 3.45161 -2.71697
C -3.28635 1.45011 -0.86569
C 3.48613 -1.73929 -1.35748
C -0.24926 1.74608 5.48717
B -2.69100 2.39193 4.79092
H 3.21928 -3.23504 -5.52911
H -6.52666 0.98039 -0.70838
H 4.93485 -2.96631 -5.25145
H 1.82121 -1.02331 -4.25015
H 4.41740 -0.07189 4.02594
H -4.58886 3.78778 -0.68789
H 3.20766 -0.70204 0.46592
H -0.95384 -0.98137 -1.40529
H 4.99555 -4.48523 -3.64411
H 0.23684 -0.93679 1.31811
H 4.37097 -2.27378 -0.98642
H -2.78771 3.41726 -0.09407
H 3.64213 -1.46695 4.81612
H 1.44330 1.23959 0.61739
H 0.45993 0.28281 -2.69627
H 3.81354 -1.59376 -5.23762
H -3.35315 -0.56202 -1.70699
H 2.81593 -1.44683 2.00813
H -6.19207 3.04336 -1.05840
H 1.76567 1.18085 6.04548
H -5.77768 0.35936 -2.19904
H -0.42922 2.91035 0.37183
H 3.35572 0.15856 5.43733
H -0.43237 2.25406 6.41315
H -5.23110 -0.23734 -0.60856
H -1.76673 0.88184 2.50969
H 4.56480 -3.95260 -1.95545

***

28
Properties=species:S:1:pos:R:3 method="wB97M-V/def2-TZVPD" e_above_lowest_kj_mol=477.6 multiplicity=1 charge=+1 lumo_ev=-4.99 homo_energy_ev=-11.893
O -0.80136 -2.53637 3.32548
O -2.67261 -0.47450 2.51047
O -2.58025 -0.13516 1.15268
O 1.68060 2.20694 -2.23899
O -1.61996 0.83949 0.97911
C 1.73809 -0.10431 -1.39954
C 1.11518 1.15935 -1.47844
C 2.95580 -0.49821 -2.28200
C -0.88642 2.72313 -1.09599
C -0.09632 1.43397 -0.84558
C -0.59274 -1.53765 2.54541
C 0.94980 -1.12624 -0.76727
C -0.54630 -1.83958 1.09441
C -0.11035 -0.78933 0.06075
C -0.67725 0.48870 0.03649
H -0.80608 3.08336 -2.17525
H -1.16012 -2.25731 4.18841
H -0.59571 3.47009 -0.32395
H 3.30071 -1.50524 -2.24563
H -3.56386 -0.45007 2.88857
H 1.42697 3.04591 -1.73849
H 3.78314 0.21272 -2.22433
H -0.13818 -2.90010 0.98647
H -0.52411 -0.58765 3.03605
H 1.44450 -2.17096 -0.83185
H -1.66290 -1.85371 0.90011
H -1.88270 2.51794 -0.77175
H 2.52246 -0.41522 -3.28536